74
Properties=species:S:1:pos:R:3 method="wB97M-V/def2-TZVPD" homo_energy_ev="-16.136 / -16.118" charge=+3 multiplicity=2 e_above_lowest_kj_mol=326.8 orbital_gap_ev="5.75 / 6.21"
Ru 0.96 0.68 -0.42
N 2.40 -0.33 1.30
C 3.11 -1.53 0.83
C 2.27 -2.25 -0.21
N 1.95 -1.42 -1.38
C 3.12 -1.23 -2.25
C 3.92 0.04 -1.94
N 3.00 1.16 -1.79
C 0.84 -2.01 -2.15
C 0.12 -1.00 -3.04
N -0.52 0.03 -2.21
H 3.05 0.29 1.80
H 1.67 -0.61 1.96
H 3.31 -2.22 1.66
H 4.08 -1.24 0.42
H 1.33 -2.56 0.27
H 2.80 -3.16 -0.53
H 2.78 -1.16 -3.29
H 3.79 -2.10 -2.19
H 4.63 0.20 -2.77
H 4.51 -0.05 -1.03
H 2.58 1.37 -2.69
H 3.52 1.98 -1.48
H 0.10 -2.40 -1.43
H 1.19 -2.85 -2.76
H -0.62 -1.53 -3.65
H 0.81 -0.50 -3.73
H -1.31 -0.40 -1.72
H -0.90 0.78 -2.80
C 1.64 5.03 -0.26
As 0.90 3.39 -1.04
C 1.24 3.81 -2.93
C -1.02 3.71 -0.80
C -1.68 4.66 -1.57
C -3.03 4.90 -1.38
C -3.73 4.20 -0.41
C -3.08 3.24 0.36
C -1.72 3.01 0.19
As -0.75 1.78 1.39
C -2.13 1.23 2.67
C 0.19 3.04 2.57
H 1.22 5.88 -0.80
H 2.73 5.05 -0.38
H 1.41 5.14 0.80
H 0.92 4.83 -3.15
H 0.73 3.12 -3.60
H 2.32 3.77 -3.12
H -1.15 5.21 -2.34
H -3.54 5.63 -2.00
H -4.78 4.39 -0.25
H -3.63 2.71 1.12
H -1.67 0.57 3.41
H -2.95 0.70 2.19
H -2.50 2.11 3.19
H -0.33 4.00 2.58
H 1.23 3.19 2.27
H 0.18 2.64 3.59
C -4.59 -4.81 2.25
C -3.18 -4.46 2.02
C -2.11 -5.24 2.41
C -0.80 -4.79 2.17
N -0.58 -3.60 1.60
C -1.60 -2.86 1.24
S -1.39 -1.33 0.51
N -2.89 -3.28 1.42
C 0.37 -5.59 2.55
H -4.67 -5.76 2.77
H -5.13 -4.89 1.31
H -5.09 -4.04 2.84
H -2.27 -6.19 2.88
H -3.65 -2.69 1.10
H 0.08 -6.49 3.08
H 1.06 -5.01 3.16
H 0.92 -5.89 1.65